Molecular formula: C22H20IrN6O5
Method: DFT, ωB97M-V/def2-TZVPD

Summary:
spin multiplicity = 5
energy relative to the best compared isomer or geometry (same formula, charge and spin) = 0.769 eV
electronic energy = -1659.02568 Ha
⟨S²⟩ = 6.02
HOMO (alpha / beta) = -11.12 / -11.22 eV
total charge = +1

Each line ends with the Mulliken spin population.
Positions of all 54 atoms, in Å:
1 Ir 0.11684 0.07795 -0.53709  3.000
2 O 1.50947 0.06262 -1.96660  0.322
3 O -1.48355 -1.18900 0.15574  0.186
4 O -0.90080 -1.69377 6.38684  0.000
5 O -0.38808 -1.42083 -1.99560  0.165
6 O -3.09286 1.56919 5.21958  0.000
7 N 1.74407 1.47062 0.35054  0.124
8 N -1.54472 -0.04839 4.98994  0.000
9 N -1.93686 -2.14326 -0.57526  -0.004
10 N -1.36092 -2.22981 -1.69653  0.035
11 N -1.04124 1.28736 0.97409  0.178
12 N 3.28361 3.02413 0.42399  0.012
13 C -1.00891 -3.32051 -3.82750  0.009
14 C -2.82088 -4.05920 -2.37808  0.001
15 C -1.81425 -0.63013 6.28735  0.000
16 C 1.68551 2.11350 1.57656  -0.013
17 C 2.63752 3.07024 1.63434  0.010
18 C -1.30115 0.79350 2.19080  -0.063
19 C 4.22608 0.98059 -4.15120  -0.031
20 C -2.27453 2.85492 2.88403  -0.001
21 C -2.00678 3.36360 1.62652  -0.001
22 C -2.23149 1.02422 4.55689  0.002
23 C -1.37697 -4.28443 -4.75433  -0.001
24 C -1.38072 2.55057 0.70060  -0.015
25 C -1.74251 -3.23352 -2.65958  0.004
26 C 3.22919 1.70066 -1.64904  -0.030
27 C -1.90068 1.54872 3.18108  0.005
28 C -3.16774 -5.01326 -3.31882  -0.001
29 C 3.10366 0.35770 -3.64384  0.053
30 C 2.73085 2.05062 -0.33159  0.010
31 C 4.37914 2.31002 -2.17200  -0.027
32 C 4.86843 1.96297 -3.40794  0.062
33 C -2.44965 -5.12631 -4.50369  0.002
34 C 2.59199 0.71365 -2.39510  0.005
35 H -0.77908 -0.45006 4.47592  0.000
36 H -2.85311 -0.97360 6.32512  0.000
37 H 0.98335 1.83306 2.33735  0.006
38 H -0.17853 -2.65521 -4.00396  -0.003
39 H -1.14487 2.90726 -0.29310  0.005
40 H -2.72962 -5.87406 -5.23238  0.000
41 H 2.57990 -0.41726 -4.18471  0.001
42 H -1.03150 -2.14736 7.22336  0.000
43 H -1.65800 0.12049 7.06959  0.000
44 H 5.75480 2.44751 -3.79161  0.002
45 H -4.00396 -5.66920 -3.12303  0.000
46 H 2.91085 3.76659 2.40545  0.000
47 H 4.91892 3.06087 -1.61005  0.000
48 H -2.77768 3.43662 3.64412  0.000
49 H 4.03471 3.62892 0.14509  0.001
50 H -3.37222 -3.96056 -1.45585  -0.003
51 H -2.27950 4.37172 1.35394  0.000
52 H -0.81874 -4.37403 -5.67504  0.000
53 H 4.61078 0.70164 -5.12193  0.000
54 H -1.04755 -0.24827 2.33663  -0.009

***

Molecular formula: C22H21
Method: DFT, ωB97M-V/def2-TZVPD

Summary:
spin multiplicity = 1
energy relative to the best compared isomer or geometry (same formula, charge and spin) = 0.000 eV
electronic energy = -850.65103 Ha
HOMO = -11.76 eV
total charge = +1

Each line ends with the natural charge from an NBO analysis.
Positions of all 43 atoms, in Å:
1 C 2.47801 -5.67045 -0.89767  -0.173
2 C -1.23540 0.17793 3.15813  -0.233
3 C 1.44244 -4.78405 -1.19794  -0.044
4 C 4.66644 -0.56726 -1.50109  -0.217
5 C 0.25348 -5.27119 -1.75522  -0.210
6 C 4.97664 -1.91837 -1.33088  -0.217
7 C 2.57327 -1.50147 1.99855  -0.726
8 C 2.31893 -1.12906 -1.60656  -0.227
9 C -1.22456 -2.07541 1.48493  -0.092
10 C -0.02914 -0.36216 2.74958  -0.083
11 C 3.95187 -2.87358 -1.29421  -0.169
12 C -2.42729 -1.52790 1.91822  -0.231
13 C -2.44599 -0.39035 2.73880  -0.056
14 C 1.45624 -3.32244 -0.73821  -0.227
15 C 0.02963 -1.50740 1.89020  -0.147
16 C 3.33730 -0.18502 -1.71764  -0.205
17 C 2.31453 -7.04332 -1.12832  -0.209
18 C 0.05779 -6.64471 -1.90989  -0.196
19 C 2.61898 -2.45217 -1.24837  -0.054
20 C 1.08379 -7.53738 -1.57680  -0.203
21 C 1.27964 -2.05624 1.52208  0.481
22 C 1.40790 -3.35786 0.78134  -0.508
23 H -1.22578 -2.97325 0.86100  0.234
24 H 0.89531 0.07221 3.13268  0.229
25 H 2.48572 -0.55558 2.53855  0.232
26 H -3.36324 -2.00149 1.62762  0.247
27 H 2.33964 -3.82729 1.16427  0.251
28 H 5.46506 0.17664 -1.50593  0.230
29 H 0.51767 -2.86029 -1.09090  0.219
30 H -0.53604 -4.56147 -2.01056  0.210
31 H 3.27726 -1.33627 1.16972  0.298
32 H 3.15008 -7.71904 -0.93013  0.226
33 H 3.03831 -2.24801 2.66628  0.279
34 H 0.92762 -8.61598 -1.66578  0.230
35 H 0.55426 -3.99703 1.05623  0.251
36 H 3.09166 0.84911 -1.96335  0.229
37 H 6.01553 -2.25328 -1.23897  0.230
38 H 4.21198 -3.93151 -1.29864  0.215
39 H -3.39230 0.05176 3.05244  0.246
40 H 3.39862 -5.31643 -0.42767  0.199
41 H -0.90127 -7.01259 -2.28320  0.227
42 H 1.27725 -0.84274 -1.77093  0.216
43 H -1.22099 1.03794 3.82559  0.247

***

Molecular formula: C22H21AlF3N4O4S2
Method: DFT, ωB97M-V/def2-TZVPD

Summary:
spin multiplicity = 1
energy relative to the best compared isomer or geometry (same formula, charge and spin) = 0.000 eV
electronic energy = -2709.14434 Ha
HOMO = -11.27 eV
total charge = +1

Each line ends with the natural charge from an NBO analysis.
Positions of all 57 atoms, in Å:
1 S -0.71070 -0.89400 -3.40158  -0.259
2 S -3.59761 1.41956 -1.31557  2.198
3 Al -0.18087 0.23187 -1.50786  1.655
4 F -0.09084 -1.52338 7.73812  -0.317
5 F 1.38810 -3.00589 7.18843  -0.317
6 F -0.71741 -3.47463 7.04978  -0.319
7 O -1.70404 4.11146 1.72304  -0.320
8 O -3.92834 2.14074 -0.12038  -0.914
9 O -2.29172 0.75823 -1.37001  -1.005
10 O -2.77045 5.24107 0.21643  -0.367
11 N -2.00039 4.37484 0.58325  0.532
12 N 0.02124 2.22342 -1.50563  -0.644
13 N -1.64650 3.64217 -1.79030  -0.334
14 N 1.55069 -0.25781 -2.37204  -0.632
15 C 3.24943 -1.42365 -4.16766  -0.102
16 C 0.94023 -2.63052 4.47910  -0.168
17 C -0.76214 2.83187 -2.39951  0.510
18 C 0.03982 -1.15222 2.80658  -0.091
19 C 1.88339 -1.52688 -4.36275  -0.257
20 C 0.19012 -2.49861 6.86113  0.972
21 C -1.34720 3.58718 -0.43331  0.162
22 C 0.16270 -2.00089 5.44062  -0.134
23 C 2.87106 -0.16622 -2.18164  0.090
24 C -2.98097 3.89564 -2.36618  -0.231
25 C -4.74873 -0.89199 -0.56206  -0.622
26 C 3.75798 -0.73665 -3.06677  -0.264
27 C -0.02846 -0.71791 1.44122  0.153
28 C -0.68526 2.63742 -3.86910  -0.703
29 C -0.32643 2.72984 -0.26291  0.012
30 C 0.87979 -2.20807 3.16374  -0.199
31 C -4.80163 0.17076 -1.65537  -0.648
32 C -0.67351 -0.94853 5.09665  -0.168
33 C -3.69497 2.57530 -2.68415  -0.679
34 C -0.08730 -0.34792 0.28846  -0.714
35 C -0.73513 -0.52325 3.78146  -0.201
36 C 1.05037 -0.92225 -3.43304  0.102
37 H -3.75743 -1.33770 -0.49552  0.238
38 H -5.46182 -1.67665 -0.80646  0.245
39 H -5.01521 -0.46813 0.40409  0.240
40 H -5.76582 0.67942 -1.69276  0.255
41 H -3.29569 2.07104 -3.56411  0.249
42 H 1.59169 -3.44670 4.75937  0.238
43 H -4.56309 -0.23307 -2.64131  0.250
44 H 3.92724 -1.88514 -4.87382  0.238
45 H -1.26983 -0.46081 5.85524  0.239
46 H 4.82125 -0.65304 -2.89944  0.244
47 H -1.19295 3.44141 -4.39734  0.244
48 H -3.53536 4.47578 -1.63825  0.285
49 H 0.15527 2.42074 0.64795  0.279
50 H 3.19534 0.37087 -1.29998  0.224
51 H -2.87986 4.48957 -3.27213  0.243
52 H 1.46537 -2.06212 -5.20237  0.246
53 H -1.10159 1.67429 -4.16961  0.270
54 H -4.75572 2.77294 -2.84596  0.273
55 H 0.36326 2.64129 -4.16449  0.271
56 H 1.47918 -2.69229 2.40521  0.225
57 H -1.38174 0.29790 3.50261  0.225

***

Molecular formula: C22H21Cl2N3OS
Method: DFT, ωB97M-V/def2-TZVPD

Summary:
spin multiplicity = 1
energy relative to the best compared isomer or geometry (same formula, charge and spin) = 0.000 eV
electronic energy = -2409.00589 Ha
HOMO = -7.68 eV
total charge = 0

Each line ends with the natural charge from an NBO analysis.
Positions of all 50 atoms, in Å:
1 Cl -1.32021 6.01793 -0.02987  0.014
2 Cl 0.50713 7.69801 -2.09249  0.035
3 S -0.93054 -1.21904 -2.21262  0.186
4 O 1.41187 1.42684 -0.46774  -0.572
5 N -0.16405 -2.08214 2.28637  -0.358
6 N 1.86552 -3.93143 1.60125  -0.433
7 N 0.20970 1.72916 -2.38679  -0.488
8 C 0.65125 0.92166 -1.27624  0.688
9 C 0.26935 3.12732 -2.29691  0.156
10 C 1.06844 3.86183 -3.20220  -0.217
11 C -1.55746 0.23578 -3.14401  -0.524
12 C -0.36696 1.07749 -3.54881  -0.222
13 C -0.35768 5.20903 -1.24855  -0.055
14 C 0.40282 5.96770 -2.15545  -0.078
15 C -2.35164 -1.16019 3.14312  -0.221
16 C -0.12258 -0.96228 0.30037  -0.116
17 C 0.55213 -1.90100 1.06618  0.207
18 C -1.34230 -0.53445 1.05900  0.007
19 C 1.58435 -3.69945 3.03272  -0.222
20 C -3.35296 0.61045 1.83440  -0.231
21 C 1.19581 5.26896 -3.11578  -0.202
22 C 0.21787 -3.08329 3.29802  -0.204
23 C 3.11754 -4.72762 1.34037  -0.407
24 C -1.31788 -1.27486 2.22896  0.123
25 C -0.41142 3.81946 -1.28779  -0.168
26 C -3.35099 -0.18761 2.98125  -0.222
27 C -2.36885 0.42255 0.85895  -0.220
28 C 0.34083 -0.54043 -1.08053  -0.433
29 C 1.74070 -2.73555 0.72733  -0.267
30 H -4.07221 1.42800 1.70857  0.216
31 H -4.11006 -0.09745 3.70573  0.213
32 H -0.52513 -3.89961 3.30022  0.196
33 H -2.32981 -1.83143 4.04247  0.210
34 H 1.80388 5.81166 -3.83644  0.235
35 H -2.14099 -0.07433 -4.00887  0.239
36 H 2.61690 -2.06062 0.81011  0.188
37 H 1.66059 -4.64185 3.58156  0.213
38 H 0.18085 -2.62422 4.29428  0.209
39 H -2.28623 0.78981 -2.52756  0.215
40 H 3.98888 -4.19043 1.63866  0.174
41 H -1.05084 3.29739 -0.57018  0.236
42 H 0.39307 0.46230 -4.03472  0.203
43 H -0.72059 1.84528 -4.22040  0.217
44 H -2.38933 0.97348 -0.08944  0.203
45 H 2.35008 -3.03866 3.44079  0.163
46 H 1.57594 3.30713 -4.02094  0.224
47 H 1.71004 -3.06360 -0.31919  0.219
48 H 1.27734 -1.08830 -1.26685  0.257
49 H 3.10434 -5.67639 1.90830  0.205
50 H 3.14349 -4.98299 0.25139  0.206

***

Question: What is the energy relative to the best compared isomer or geometry (same formula, charge and spin) in the third record?
Answer: 0.000 eV

***

Question: Which value of energy relative to the best compared isomer or geometry (same formula, charge and spin) does entry 1 give?
Answer: 0.769 eV